[1]
CF3Zn as an isolated structure in a non-equilibrium geometry. Source: the OMol25 dataset; level of theory: wB97M-V/def2-TZVPD.

Geometry as XYZ:
```
5
Properties=species:S:1:pos:R:3:forces:R:3
C -0.463607 0.055916 -0.250841 -1.14 0.81 -0.96
F -1.139715 0.910946 0.450952 0.59 0.03 -0.14
F -1.268236 -0.954900 -0.385097 0.20 -0.67 0.44
Zn 1.676915 -0.198377 -0.795753 0.02 0.18 -0.16
F 1.194644 0.186413 0.980737 0.33 -0.34 0.83
```
Forces are in eV/Å.

Computed properties:
- ⟨S²⟩ = 0.752
- energy relative to the best compared isomer or geometry (same formula, charge and spin) (eV) = 0.0000
- multiplicity = 2


[2]
A 4-piece molecular cluster, C28H58BrN4OS overall in a non-equilibrium geometry. Source: the OMol25 dataset; level of theory: wB97M-V/def2-TZVPD.

Geometry as XYZ:
```
93
Properties=species:S:1:pos:R:3:forces:R:3
C 6.392358 -0.791071 -0.682014 -0.72 0.25 0.42
C 5.218347 0.136157 -0.932408 0.91 -1.23 -0.02
C 5.285964 1.466364 -0.597614 1.21 0.74 0.48
C 4.255309 2.330279 -0.817204 -0.67 0.61 -0.09
C 3.097462 1.830142 -1.367359 -0.70 0.44 -0.08
C 3.004899 0.497674 -1.670738 -1.49 -0.68 -0.29
C 1.701937 -0.022868 -2.237602 1.12 0.14 -1.08
N 0.939747 -0.978509 -1.327560 0.39 0.64 0.54
S 1.505055 -2.662685 -1.473827 -0.19 -0.62 -0.27
C 0.921885 -0.574147 0.109765 -0.97 -0.26 1.01
C 0.156536 0.743798 0.339815 0.42 1.37 0.06
O 0.648019 1.824499 0.456791 -0.60 -1.52 -0.11
Br -1.778372 0.479472 0.457038 0.51 -0.04 -0.19
C 4.060186 -0.367635 -1.475918 0.16 -0.01 0.04
H 6.588265 -0.768432 0.393413 0.34 -0.04 -0.12
H 6.095182 -1.810889 -0.927202 0.29 0.01 -0.15
H 7.280453 -0.488070 -1.233600 0.01 -0.08 0.04
H 6.201952 1.862037 -0.169775 0.02 -0.13 0.03
H 4.298297 3.380012 -0.560358 0.23 -0.02 0.02
H 2.229552 2.450638 -1.553854 0.15 0.19 0.09
H 1.947004 -0.595817 -3.135934 -0.30 -0.18 0.12
H 1.057067 0.786598 -2.584850 -0.26 -0.07 0.54
H -0.039226 -0.961181 -1.635593 0.02 -0.30 0.01
H 2.201726 -2.755102 -0.319672 -0.18 0.39 -0.13
H 1.906523 -0.568622 0.574923 0.22 0.42 -0.58
H 0.350278 -1.343572 0.635184 0.00 0.01 -0.15
H 4.001655 -1.411962 -1.747685 0.01 -0.01 -0.10
C 8.962118 6.820113 -4.272810 -0.06 0.01 -0.02
C 9.310384 5.514656 -3.573556 -0.05 0.07 -0.19
N 8.696913 5.377101 -2.264624 0.05 -0.09 0.28
C 9.237442 4.275091 -1.487968 0.18 -0.07 0.06
C 9.021209 2.848986 -2.013233 0.00 -0.11 0.16
C 7.254522 5.525657 -2.221878 -0.19 0.23 -0.13
C 6.410502 4.573961 -3.080027 -0.17 -0.03 0.09
H 9.213053 7.677733 -3.647452 -0.04 -0.02 0.04
H 9.528408 6.902606 -5.201074 0.00 -0.02 0.01
H 7.904084 6.877680 -4.533197 0.01 0.02 0.00
H 10.395674 5.487635 -3.446838 -0.02 -0.12 0.14
H 9.054854 4.677104 -4.241513 0.04 0.01 -0.05
H 8.848351 4.337921 -0.467318 -0.10 0.08 -0.05
H 10.315043 4.436776 -1.390127 -0.01 0.06 -0.10
H 7.997021 2.508339 -1.855254 -0.03 0.02 -0.11
H 9.671703 2.158509 -1.470604 0.02 0.03 -0.01
H 9.259989 2.755824 -3.072663 -0.02 0.02 -0.01
H 7.008848 6.550313 -2.511782 0.08 -0.01 -0.07
H 6.923643 5.455074 -1.181424 0.16 -0.09 0.04
H 6.813549 4.449876 -4.085764 0.04 0.01 0.02
H 5.398741 4.974520 -3.184485 0.01 0.02 0.00
H 6.317294 3.590161 -2.620271 0.06 -0.06 -0.11
C -8.720027 2.008044 2.266685 0.03 0.05 -0.01
C -7.848506 0.815518 2.630950 -0.09 0.17 0.11
N -6.796608 0.550712 1.665479 0.14 -0.24 -0.22
C -6.142033 -0.731429 1.860714 -0.06 -0.20 0.10
C -5.344984 -0.946544 3.153605 0.15 -0.17 -0.07
C -5.913411 1.661911 1.367470 -0.07 0.34 -0.02
C -5.134408 2.295245 2.527728 0.19 0.06 -0.10
H -9.145399 1.891559 1.268977 0.05 0.00 -0.02
H -9.543537 2.092148 2.976499 0.02 -0.01 0.01
H -8.166429 2.947578 2.300891 -0.02 0.00 -0.01
H -8.496129 -0.063762 2.680533 0.15 -0.11 -0.04
H -7.450819 0.965706 3.646432 -0.05 0.00 0.04
H -5.484529 -0.927461 1.007536 -0.02 0.15 -0.05
H -6.911397 -1.508802 1.809759 -0.08 0.08 0.01
H -4.390162 -0.420321 3.135431 -0.04 0.08 0.07
H -5.117445 -2.010016 3.267858 -0.03 0.00 -0.01
H -5.898382 -0.635021 4.039282 0.00 0.03 -0.02
H -6.503675 2.447655 0.889139 -0.08 -0.04 0.06
H -5.205727 1.348902 0.592611 -0.04 -0.17 0.03
H -5.751914 2.452295 3.412416 -0.03 -0.04 -0.02
H -4.754380 3.272907 2.222291 -0.02 0.00 0.00
H -4.271215 1.693786 2.812347 -0.05 -0.02 0.12
C -4.807058 -3.990799 0.015012 0.00 0.03 -0.06
C -4.470164 -5.265069 0.774065 -0.09 0.00 -0.17
N -5.118065 -5.347436 2.067878 0.10 0.05 0.29
C -4.595758 -6.415030 2.906433 0.20 -0.12 0.08
C -4.794226 -7.861012 2.437573 -0.02 -0.07 0.13
C -6.565161 -5.200357 2.063116 -0.23 0.19 -0.15
C -7.385000 -6.187215 1.223353 -0.11 -0.01 0.07
H -4.577208 -3.108393 0.615559 -0.06 -0.02 0.05
H -4.217689 -3.938342 -0.902908 -0.01 -0.04 -0.01
H -5.857935 -3.950684 -0.273106 0.01 0.04 0.01
H -3.387142 -5.282630 0.930906 -0.02 -0.12 0.15
H -4.703839 -6.129667 0.133715 0.04 0.01 -0.06
H -5.012593 -6.310090 3.911435 -0.11 0.08 -0.06
H -3.520403 -6.244449 3.026634 0.00 0.08 -0.10
H -5.819389 -8.197573 2.582735 -0.01 0.01 -0.09
H -4.158107 -8.525279 3.026416 0.01 0.02 -0.01
H -4.526352 -7.998884 1.389588 -0.02 0.02 -0.01
H -6.802027 -4.187948 1.722686 0.09 -0.01 -0.05
H -6.924033 -5.227586 3.094841 0.17 -0.09 0.05
H -6.952864 -6.352287 0.235176 0.03 0.01 0.01
H -8.391643 -5.791623 1.074470 0.01 0.01 0.00
H -7.493636 -7.150998 1.717488 0.06 -0.04 -0.07
```
Forces are in eV/Å.

Computed properties:
- charge = +1


Number 1: energy -57604.1740 eV. Number 2: energy -118853.8880 eV.